ORCA calculation (wB97M-V/def2-TZVPD) on 2 unconnected molecules or ions with the total composition C3H3NO4.

Properties
LUMO energy (spin up / spin down): 6.70 / 6.70 eV
total charge: -2
HOMO-LUMO gap (spin up / spin down): 4.49 / 4.49 eV
HOMO energy (spin up / spin down): 2.2 / 2.2 eV

Each atom is followed by the atoms it is bonded to, with distances in Å.
Element x y z (Å)
1 C -1.0429 -0.2011 1.0365  N4 1.363, O6 1.261
2 C -2.2780 1.8211 2.2260  N4 1.569, O5 1.219, O7 1.227
3 C 0.3069 0.0823 -1.2451  O8 1.238, H9 1.099, H10 1.133
4 N -1.4158 1.1067 1.1267  C1 1.363, C2 1.569, H11 0.938
5 O -1.9009 2.9600 2.4416  C2 1.219
6 O -1.2124 -1.1752 1.8196  C1 1.261
7 O -3.1740 1.1172 2.6813  C2 1.227
8 O 0.2672 -0.4963 -2.3390  C3 1.238
9 H -0.1914 1.0358 -1.0231  C3 1.099
10 H 1.2553 0.0234 -0.6271  C3 1.133
11 H -0.9270 1.6899 0.5786  N4 0.938

Results of the Mulliken charge analysis, in e, for atoms 1 through 2: C -0.5469; C 0.3411